# 1
19
Properties=species:S:1:pos:R:3:mulliken_charge:R:1 method="wB97M-V/def2-TZVPD" e_homo_ev=-0.699 smiles="CC[C@H](C(=O)[O-])[P@@](C)(=O)[O-]" lumo_ev=6.524 charge=-2 relative_energy_kj_mol=98.26 homo_lumo_gap_ev=7.22
C 0.986 0.042 -1.431 0.467
C 1.519 -1.141 1.414 -1.262
C -1.524 1.486 -1.993 -1.137
C 0.673 0.016 1.117 -0.657
C -0.016 0.035 -0.218 0.218
O 2.145 0.359 -1.149 -0.723
O -2.620 0.703 0.583 -0.823
O 0.705 -0.396 -2.565 -0.769
O -0.927 2.586 0.553 -0.808
P -1.389 1.301 -0.057 0.834
H 1.193 -2.138 1.155 0.364
H 2.484 -1.258 0.862 0.301
H 1.898 -1.028 2.513 0.271
H -2.564 1.443 -2.425 0.324
H -1.214 2.498 -2.256 0.225
H -0.918 0.708 -2.351 0.442
H 1.324 0.822 1.166 0.289
H -0.159 0.182 1.939 0.352
H -0.733 -0.905 -0.240 0.091

***

# 2
109
Properties=species:S:1:pos:R:3:mulliken_spin:R:1 method="wB97M-V/def2-TZVPD" multiplicity=2 e_homo_ev="-8.095 / -8.425" lumo_ev="0.316 / 0.316" s_squared=0.754 homo_lumo_gap_ev="8.41 / 8.74"
C 2.892 -0.918 3.389 0.000
C 3.510 -1.055 1.990 0.000
C 3.101 0.078 1.063 0.000
C 3.593 -0.060 -0.387 0.000
C 2.530 -0.530 -1.371 0.000
C 2.083 -2.005 -1.194 0.000
C 0.579 -2.196 -1.058 -0.001
C -0.006 -1.717 0.288 0.024
C -0.761 -0.381 0.226 -0.033
C -2.106 -0.338 0.979 0.036
C -3.386 -0.337 0.130 0.005
P -3.715 1.332 -0.674 0.001
C -2.660 1.259 -2.188 0.000
O -2.870 2.396 0.258 0.000
C -3.419 -1.356 -1.012 0.024
C -3.866 -2.792 -0.626 0.011
C -5.200 -3.105 -1.302 0.038
C -2.840 -3.830 -1.125 0.002
N -3.955 -2.952 0.849 0.379
O -4.124 -4.158 1.232 0.544
C -4.729 -1.959 1.635 -0.033
C -6.194 -2.405 1.787 0.024
C -4.095 -1.911 3.059 0.025
C -4.641 -0.580 0.984 0.002
H 3.538 -0.342 4.044 0.000
H 2.726 -1.899 3.824 0.000
H 1.917 -0.442 3.314 0.000
H 3.232 -2.028 1.594 0.000
H 4.596 -1.046 2.052 0.000
H 3.517 0.995 1.488 0.000
H 2.019 0.212 1.065 0.000
H 4.452 -0.726 -0.437 0.000
H 3.941 0.921 -0.715 0.000
H 1.649 0.111 -1.297 0.000
H 2.912 -0.421 -2.383 0.000
H 2.616 -2.472 -0.372 0.000
H 2.388 -2.542 -2.092 0.000
H 0.368 -3.257 -1.166 0.000
H 0.096 -1.668 -1.880 0.000
H 0.825 -1.629 0.985 0.003
H -0.654 -2.497 0.683 -0.017
H -0.867 -0.081 -0.809 -0.005
H -0.124 0.371 0.696 -0.003
H -2.118 -1.133 1.715 -0.013
H -2.113 0.589 1.554 0.002
H -2.336 2.269 -2.411 0.000
H -3.313 0.948 -2.997 0.000
H -1.821 0.574 -2.140 0.000
H -1.918 2.240 0.236 0.000
H -4.160 -0.991 -1.729 -0.001
H -2.479 -1.391 -1.547 -0.010
H -5.074 -2.936 -2.368 -0.001
H -5.985 -2.425 -0.973 -0.003
H -5.520 -4.123 -1.109 0.002
H -3.352 -4.732 -1.443 0.000
H -2.157 -4.102 -0.329 0.002
H -2.287 -3.449 -1.977 0.000
H -6.852 -1.541 1.732 0.001
H -6.361 -2.879 2.747 -0.005
H -6.486 -3.124 1.030 0.003
H -3.478 -1.026 3.176 -0.002
H -4.863 -1.843 3.821 -0.002
H -3.475 -2.783 3.232 0.002
H -5.486 -0.455 0.305 -0.003
H -4.730 0.190 1.747 0.001
C -2.587 6.919 -4.157 0.000
C -1.376 6.013 -4.238 0.000
O -1.799 4.833 -3.533 0.000
S -3.355 4.580 -3.767 0.000
O -3.536 3.646 -4.818 0.000
O -3.947 4.365 -2.499 0.000
O -3.709 6.034 -4.322 0.000
H -2.666 7.402 -3.181 0.000
H -2.607 7.669 -4.942 0.000
H -0.497 6.421 -3.751 0.000
H -1.125 5.735 -5.262 0.000
C 6.194 -5.791 2.830 0.000
C 4.834 -5.209 3.154 0.000
O 4.910 -3.865 2.657 0.000
S 5.822 -3.819 1.344 0.000
O 4.999 -3.869 0.192 0.000
O 6.794 -2.804 1.512 0.000
O 6.503 -5.253 1.537 0.000
H 6.955 -5.461 3.540 0.000
H 6.188 -6.875 2.772 0.000
H 4.625 -5.183 4.220 0.000
H 4.033 -5.734 2.631 0.000
C 0.922 1.701 -2.423 0.000
C 0.814 2.922 -1.536 0.000
O 1.842 3.800 -2.041 0.000
S 1.985 3.617 -3.615 0.000
O 1.228 4.623 -4.272 0.000
O 3.351 3.416 -3.929 0.000
O 1.188 2.243 -3.731 0.000
H 1.757 1.059 -2.134 0.000
H 0.005 1.120 -2.459 0.000
H 1.012 2.726 -0.487 0.000
H -0.157 3.413 -1.652 0.000
C 4.516 3.018 2.662 0.000
C 4.237 4.494 2.468 0.000
O 2.884 4.524 1.987 0.000
S 2.044 3.345 2.654 0.000
O 1.312 3.829 3.762 0.000
O 1.396 2.635 1.608 0.000
O 3.283 2.499 3.190 0.000
H 4.730 2.518 1.716 0.000
H 5.315 2.826 3.371 0.000
H 4.887 4.956 1.731 0.000
H 4.289 5.045 3.409 0.000

***

# 3
89
Properties=species:S:1:pos:R:3:mulliken_spin:R:1 method="wB97M-V/def2-TZVPD" multiplicity=5 e_homo_ev="0.205 / -3.776" lumo_ev="2.404 / 2.202" charge=-1 s_squared=6.053 relative_energy_kj_mol=346.02 homo_lumo_gap_ev="2.20 / 5.98"
Rh -1.050 0.186 -1.658 1.206
Cl 0.608 1.217 -0.147 0.154
N 0.377 -1.304 -2.354 0.026
N -2.340 1.429 -0.444 0.051
C 0.336 -1.625 -3.626 -0.001
C -3.323 2.068 -1.036 -0.006
C 1.268 -2.289 -1.632 -0.015
C 1.224 -3.449 -2.608 0.008
C 0.729 -2.593 -0.272 0.132
C 2.653 -1.697 -1.514 0.042
H -0.308 -2.931 -0.357 0.000
H 0.730 -1.647 0.300 -0.040
H 1.295 -3.406 0.207 0.003
H 3.030 -1.471 -2.508 -0.009
H 3.326 -2.388 -1.015 0.004
H 2.575 -0.784 -0.926 -0.030
C -2.484 1.586 1.054 -0.081
C -3.965 1.906 1.141 0.015
C -1.650 2.757 1.509 -0.034
C -2.076 0.333 1.757 0.164
H -2.684 -0.488 1.363 -0.006
H -2.296 0.391 2.827 0.046
H -1.008 0.155 1.557 -0.129
H -1.976 3.649 0.985 0.002
H -0.615 2.543 1.254 0.047
H -1.733 2.887 2.582 0.020
O -4.325 2.421 -0.201 0.000
H -4.243 2.649 1.898 -0.001
H -4.529 0.974 1.342 0.005
O 0.838 -2.849 -3.895 0.002
H 0.444 -4.163 -2.278 -0.001
H 2.166 -3.999 -2.728 -0.001
C -0.165 -0.749 -4.695 -0.040
C -3.351 2.417 -2.464 -0.039
C -3.104 1.309 -3.439 0.070
H -2.606 3.219 -2.647 0.033
H -4.324 2.856 -2.649 0.004
C -1.824 0.640 -3.405 0.004
C -1.556 -0.227 -4.529 0.067
H -0.793 1.273 -2.871 0.255
C -2.517 -0.484 -5.503 -0.050
C -3.769 0.124 -5.442 0.250
C -2.206 -1.324 -6.708 0.001
C -4.049 1.035 -4.425 -0.056
H -4.473 -0.002 -6.265 0.029
C -5.346 1.789 -4.501 0.001
H -5.919 1.417 -5.355 0.004
H -5.162 2.859 -4.665 -0.003
H -5.945 1.672 -3.591 -0.005
H -1.411 -0.862 -7.308 -0.003
H -3.102 -1.383 -7.334 0.004
H -1.894 -2.338 -6.433 -0.005
H -0.086 -1.313 -5.617 -0.001
H 0.526 0.112 -4.797 0.031
N -0.317 -0.306 0.092 0.959
P 1.452 -0.247 2.230 0.071
C 1.812 -1.820 3.080 -0.061
C 1.048 -2.349 4.132 0.016
C 1.519 -3.498 4.777 -0.006
C 2.605 -4.204 4.238 0.012
C 3.185 -3.824 3.014 0.003
C 2.739 -2.652 2.416 0.048
C 3.156 0.268 2.070 0.125
C 3.845 0.177 3.282 0.075
C 5.174 0.609 3.426 0.039
C 5.768 1.144 2.229 -0.030
C 5.081 1.251 0.975 0.108
C 3.724 0.808 0.927 -0.063
C 0.972 1.054 3.422 0.360
C 1.393 2.352 3.081 0.057
C 1.103 3.461 3.883 0.013
C 0.276 3.246 5.008 0.268
C -0.304 1.987 5.260 -0.071
C 0.003 0.906 4.420 -0.056
H 0.102 -1.877 4.408 0.002
H 1.058 -3.840 5.722 0.002
H 3.016 -5.070 4.764 0.002
H 4.004 -4.391 2.548 0.003
H 3.124 -2.371 1.434 -0.036
H 3.303 -0.221 4.123 -0.055
H 5.655 0.501 4.445 0.007
H 6.818 1.472 2.331 -0.004
H 5.610 1.675 0.042 0.019
H 3.030 0.879 0.092 -0.051
H 1.955 2.472 2.159 0.012
H 1.552 4.454 3.661 -0.003
H 0.098 4.069 5.712 0.055
H -0.971 1.827 6.147 0.003
H -0.505 -0.048 4.517 0.053

***

# 4
72
Properties=species:S:1:pos:R:3:mulliken_spin:R:1 method="wB97M-V/def2-TZVPD" multiplicity=4 e_homo_ev="-15.759 / -15.750" lumo_ev="-9.472 / -10.379" charge=+3 s_squared=3.774 relative_energy_kj_mol=20.41 homo_lumo_gap_ev="6.29 / 5.37"
Re 1.331 1.419 0.047 2.713
Cl -0.848 1.127 -6.776 0.005
C -0.133 1.459 -5.255 0.021
C 0.125 2.787 -4.883 0.009
C 0.700 3.091 -3.664 0.000
C 1.006 2.066 -2.782 0.064
O 1.594 2.353 -1.605 0.021
C 0.770 0.722 -3.150 0.012
C 1.290 -0.323 -2.353 -0.035
N 1.702 -0.188 -1.119 0.043
C 2.572 -1.143 -0.497 0.013
C 2.638 -2.487 -0.735 -0.005
C 3.672 -3.236 -0.131 -0.006
C 4.616 -2.640 0.660 0.017
C 4.550 -1.251 0.926 0.005
C 5.492 -0.522 1.685 0.024
C 5.336 0.833 1.848 -0.025
C 4.213 1.466 1.312 -0.020
N 3.300 0.811 0.605 -0.015
C 3.488 -0.528 0.368 0.014
C 0.211 0.432 -4.410 -0.006
H -0.124 3.581 -5.575 0.000
H 0.921 4.115 -3.393 0.001
H 1.438 -1.296 -2.814 -0.011
H 1.916 -2.980 -1.372 0.000
H 3.723 -4.299 -0.322 0.000
H 5.425 -3.222 1.084 0.000
H 6.341 -1.033 2.122 0.000
H 6.056 1.420 2.399 0.000
H 4.054 2.526 1.467 0.004
H 0.052 -0.595 -4.713 0.000
N -1.842 0.683 -0.953 0.042
C -1.701 1.970 -0.639 -0.059
C -2.731 2.905 -0.909 -0.010
C -2.580 4.213 -0.568 0.004
C -1.383 4.645 0.046 0.015
C -0.420 3.722 0.263 0.028
N -0.551 2.392 -0.056 0.014
H -2.696 0.363 -1.379 0.002
H -1.270 -0.059 -0.541 0.027
H -3.639 2.545 -1.375 0.001
H -3.374 4.921 -0.765 0.000
H -1.225 5.677 0.321 0.001
H 0.533 4.021 0.691 -0.005
C 0.764 1.704 4.951 0.006
C 0.317 0.594 4.248 -0.011
C 0.472 0.553 2.878 -0.014
N 1.065 1.559 2.203 0.008
C 1.510 2.632 2.891 0.013
C 1.368 2.743 4.254 -0.008
H 0.644 1.761 6.025 0.000
H -0.157 -0.236 4.752 0.001
H 0.105 -0.284 2.293 0.029
H 1.993 3.421 2.326 0.000
H 1.730 3.628 4.760 0.000
C -3.769 -5.495 1.950 0.000
C -3.586 -4.327 1.043 -0.001
C -4.521 -3.858 0.161 0.001
C -4.212 -2.730 -0.605 -0.001
N -3.028 -2.111 -0.521 0.003
C -2.111 -2.580 0.317 0.003
S -0.523 -1.938 0.441 0.065
N -2.409 -3.658 1.100 0.002
C -5.207 -2.155 -1.555 0.000
H -4.614 -6.098 1.628 0.000
H -3.966 -5.148 2.966 0.000
H -2.877 -6.121 1.970 0.000
H -5.476 -4.354 0.065 0.000
H -1.679 -3.989 1.718 0.001
H -6.018 -2.849 -1.764 0.000
H -4.718 -1.872 -2.486 0.000
H -5.643 -1.254 -1.114 0.000

***

# 5
20
Properties=species:S:1:pos:R:3:mulliken_charge:R:1 method="wB97M-V/def2-TZVPD" e_homo_ev=-2.254 smiles="C=CC[C@H](C[O-])NC" lumo_ev=3.797 charge=-1 relative_energy_kj_mol=50.29 homo_lumo_gap_ev=6.05
C -1.463 -1.218 -1.633 -0.862
N -0.278 -0.841 -0.866 -0.448
C -0.497 0.048 0.271 0.262
C 0.875 0.424 0.836 -0.833
C 1.515 1.611 0.199 -0.133
C 2.658 1.592 -0.466 -0.733
C -1.412 -0.547 1.383 -0.572
O -2.716 -0.612 1.059 -0.883
H -1.303 -2.205 -2.065 0.323
H -1.658 -0.491 -2.427 0.203
H -2.343 -1.293 -0.992 0.328
H 0.192 -1.676 -0.539 0.301
H -1.017 0.942 -0.084 0.231
H 1.548 -0.446 0.766 0.308
H 0.837 0.552 1.929 0.360
H 0.937 2.526 0.311 0.272
H 3.109 2.474 -0.919 0.252
H 3.191 0.663 -0.621 0.267
H -0.950 -1.565 1.554 0.129
H -1.224 0.062 2.305 0.226

***

# 6
22
Properties=species:S:1:pos:R:3:mulliken_charge:R:1 method="wB97M-V/def2-TZVPD" e_homo_ev=-12.333 lumo_ev=-4.569 charge=+1 relative_energy_kj_mol=157.82 homo_lumo_gap_ev=7.76
C 1.847 0.149 -1.365 -1.324
C 1.398 1.056 0.955 -1.646
C -2.546 -1.902 1.571 -0.699
C 1.074 -0.048 -0.048 0.611
C -0.390 -0.111 -0.348 -0.378
N -1.060 1.177 -0.641 -0.121
O -0.909 -1.059 -1.146 -0.488
S -1.740 -0.334 1.871 -0.039
H 1.662 1.138 -1.788 0.359
H 2.915 0.066 -1.169 0.402
H 1.580 -0.607 -2.105 0.366
H 0.756 0.970 1.828 0.407
H 1.293 2.046 0.517 0.406
H 2.428 0.956 1.282 0.419
H -3.526 -1.849 2.038 0.351
H -1.968 -2.712 2.002 0.263
H -2.668 -2.035 0.498 0.224
H 1.367 -1.009 0.385 0.312
H -1.033 1.752 0.215 0.430
H -2.045 0.971 -0.867 0.370
H -0.627 1.682 -1.432 0.353
H -0.409 -1.886 -1.102 0.425

***

# 7
49
Properties=species:S:1:pos:R:3:mulliken_charge:R:1 method="wB97M-V/def2-TZVPD" e_homo_ev=-11.663 smiles="Fc1cccc([C@@H](c2ccccc2)[C@H]2CCCC2=[N+]2CCCC2)c1" lumo_ev=-3.793 charge=+1 homo_lumo_gap_ev=7.87
C 1.342 2.986 -0.045 -0.947
C 0.965 1.861 0.941 -0.542
C 0.078 0.837 0.258 0.302
C -0.084 1.475 -1.146 0.085
N -1.026 1.115 -1.961 0.076
C -1.100 1.615 -3.351 -0.610
C -2.046 0.696 -4.113 -0.624
C -2.634 -0.311 -3.104 -0.609
C -1.944 -0.065 -1.744 0.090
C 0.659 2.739 -1.394 -0.565
H 1.114 3.988 0.327 0.328
H 2.419 3.126 -0.179 0.305
H 1.862 1.455 1.413 0.014
H 0.372 2.326 1.718 0.402
H -0.930 0.743 0.756 0.465
H -1.437 2.651 -3.403 0.304
H -0.105 1.580 -3.810 0.369
H -2.850 1.250 -4.586 0.294
H -1.520 0.151 -4.898 0.289
H -3.718 -0.209 -2.964 0.325
H -2.435 -1.357 -3.396 0.306
H -1.343 -0.953 -1.470 -0.202
H -2.657 0.143 -0.915 0.288
H 0.040 3.607 -1.700 0.356
H 1.376 2.599 -2.213 0.362
F 3.735 -0.480 4.159 -0.315
C 3.443 -0.704 2.842 0.318
C 4.431 -0.502 1.898 -0.718
C 4.182 -0.804 0.564 -0.588
C 2.860 -1.029 0.181 -0.252
C 1.834 -0.949 1.127 -0.771
C 0.406 -0.664 0.593 0.805
C -0.709 -1.539 1.356 0.051
C -1.528 -2.474 0.708 -0.214
C -2.712 -2.927 1.335 -0.875
C -2.973 -2.516 2.644 -0.424
C -2.078 -1.722 3.362 -0.897
C -0.958 -1.200 2.682 -0.391
C 2.148 -1.070 2.505 -0.320
H 5.441 -0.320 2.199 0.490
H 4.936 -0.750 -0.227 0.378
H 2.575 -1.159 -0.878 0.352
H 0.333 -0.842 -0.516 0.644
H -1.291 -2.796 -0.313 0.519
H -3.409 -3.544 0.764 0.419
H -3.874 -2.891 3.133 0.375
H -2.264 -1.439 4.395 0.405
H -0.340 -0.458 3.188 0.441
H 1.416 -1.269 3.278 0.709

***

# 8
26
Properties=species:S:1:pos:R:3:mulliken_charge:R:1 method="wB97M-V/def2-TZVPD" e_homo_ev="-6.540 / -6.541" lumo_ev="0.107 / 0.108" relative_energy_kj_mol=475.82 homo_lumo_gap_ev="6.65 / 6.65"
C -0.310 0.387 0.980 0.212
C -0.821 -0.743 1.875 -0.530
C 0.487 -0.609 -0.079 0.438
C 0.298 2.033 -1.038 -0.989
C 1.227 1.079 -1.437 0.044
C -0.945 2.106 -0.277 0.791
C 1.391 -0.293 -1.135 0.329
C -1.851 3.226 -0.715 -1.140
C 2.228 -1.353 -1.760 -1.299
C -0.569 -3.214 2.071 -0.827
N 0.300 -1.824 0.279 -0.805
N -1.379 1.439 0.809 -0.749
N -0.403 -1.892 1.495 0.498
H 0.443 1.025 1.460 0.419
H -1.573 -0.727 2.753 0.340
H 0.410 3.044 -1.419 0.219
H 2.016 1.452 -2.180 0.218
H -2.656 3.452 0.025 0.344
H -2.534 2.756 -1.509 0.235
H -1.385 4.135 -1.047 0.387
H 2.121 -2.364 -1.127 0.257
H 3.212 -0.962 -1.772 0.355
H 2.007 -1.443 -2.751 0.333
H 0.392 -3.389 2.509 0.341
H -1.392 -3.328 2.779 0.310
H -0.714 -3.991 1.211 0.271

***

The records above yield energy values of -838.27818, -4444.08878, -2700.34158, -2631.17636, -365.75957, -726.77912, -1007.64234, -552.93632 Ha, respectively.
The records above yield maximum force values of 3.94, 1.86, 4.02, 0.30, 0.93, 3.42, 3.21, 4.60 eV/A, respectively.